ORCA calculation (ωB97M-V/def2-TZVPD) on a 14-piece molecular cluster, C4H36NO14S2 overall at a distorted geometry.

Summary:
- Orbital gap (spin up / spin down): 2.09 / 8.81 eV
- DFT total energy: -2078.4059 a.u.
- Spin multiplicity: 2
- Total charge: 0
- Expectation value of S²: 0.75
- HOMO energy (spin up / spin down): -2.05 / -8.79 eV

Geometry as XYZ:
```
57
Properties=species:S:1:pos:R:3:lowdin_spin:R:1
N -1.09722 -1.17793 -0.68189 0.032
C -1.40522 -1.09545 0.79220 0.032
C -2.45831 -2.18699 1.16085 0.083
O -2.31561 -2.81962 2.17112 0.078
C -0.17751 -1.22234 1.65521 0.022
S 1.06361 0.06406 1.30725 0.038
S 1.26590 1.37000 2.77271 0.019
C 0.16980 2.76588 2.55202 0.010
H -1.95839 -1.37272 -1.25671 0.019
H -0.32175 -1.83624 -0.85555 0.013
H -0.80532 -0.24320 -1.04027 0.010
H -1.97869 -0.11145 0.98896 0.006
H -3.26047 -2.32922 0.51859 0.015
H -0.44663 -1.23123 2.72311 0.005
H 0.33686 -2.22126 1.44729 0.009
H 0.44131 3.56001 3.24954 0.001
H 0.24992 3.23439 1.60343 0.002
H -0.87280 2.52926 2.76235 0.001
H 2.72666 -2.90815 2.01260 0.008
H 3.80236 -3.68352 1.17521 0.023
O 3.19194 -2.93584 1.11611 0.058
H 1.40799 -3.80018 -1.20277 0.033
H 1.87875 -3.04885 -0.00762 0.011
O 1.17348 -3.07332 -0.64270 0.101
H -1.14623 3.01112 -2.04398 0.003
H -1.33706 4.39510 -2.46274 0.004
O -1.28764 3.86193 -1.71279 0.010
H 1.95423 0.75691 -1.95857 0.004
H 1.69604 2.28024 -1.51770 0.003
O 1.56569 1.59733 -2.20754 0.013
H 3.94713 -1.48654 0.47669 0.007
H 4.35782 -0.02738 0.37438 0.007
O 4.24730 -0.83926 -0.18420 0.018
H -3.61089 0.36173 -0.85006 0.004
H -4.56935 -0.74678 -1.43825 0.004
O -3.74206 -0.63841 -0.97730 0.030
H -0.07241 -1.31548 -4.08652 0.014
H 0.79533 -0.87676 -2.90704 0.007
O -0.13453 -1.01519 -3.18765 0.053
H 1.86155 -3.59734 4.05350 0.015
H 2.05021 -2.14771 3.99916 0.013
O 1.88573 -2.85225 3.45871 0.043
H 3.09760 -0.85362 -1.42387 0.005
H 1.84055 -1.70256 -1.48752 0.009
O 2.26359 -0.98989 -1.94258 0.026
H -3.03972 2.80239 -0.83636 0.004
H -2.10703 1.61943 -1.10186 0.004
O -2.91287 1.88039 -0.57300 0.014
H 0.17236 1.35432 -2.17704 0.004
H -1.07445 0.66927 -3.04009 0.011
O -0.91149 1.25939 -2.22402 0.025
H -3.68108 1.79018 2.44838 0.002
H -2.81490 1.79897 1.17543 0.002
O -2.81095 1.56719 2.08949 0.005
H 0.21350 3.86041 -0.88465 0.002
H 1.59492 4.37496 -0.66131 0.002
O 1.09843 3.62181 -0.51013 0.007
```